Below is C60H98BN14O8Pb as an isolated structure at a distorted geometry, with properties calculated with the ωB97M-V functional and the def2-TZVPD basis.

Each line ends with the Mulliken charge.
Element x y z (Å)
Pb: 9.97885 -20.31366 5.91236  1.71
O: 8.57777 -15.63931 7.74600  -0.69
C: 8.27557 -14.47989 8.00960  0.61
O: 8.98984 -13.57100 8.69677  -0.37
B: 8.32189 -12.29250 8.68000  0.90
O: 7.03197 -12.53388 7.96391  -0.43
C: 6.99403 -13.77631 7.56051  0.72
O: 6.05854 -14.28631 6.97051  -0.67
O: 9.16271 -11.26446 8.01568  -0.48
C: 9.54557 -10.32030 8.83472  0.70
O: 10.34987 -9.43933 8.58858  -0.66
C: 8.77410 -10.57342 10.15392  0.53
O: 8.13072 -11.73782 10.03605  -0.34
O: 8.93726 -9.85819 11.13405  -0.60
C: 11.71319 -16.30825 14.23602  -1.16
C: 10.49762 -15.69929 13.51414  -0.39
C: 9.56362 -16.74779 12.86763  -0.24
C: 9.23506 -17.85047 13.78875  0.17
N: 8.97862 -18.73278 14.50252  -0.45
H: 11.41458 -17.02606 15.00002  0.37
H: 12.18934 -15.51551 14.81303  0.31
H: 12.44721 -16.78953 13.58975  0.30
H: 10.79628 -15.00430 12.72935  0.27
H: 9.95460 -15.06968 14.21899  0.29
H: 9.97499 -17.26992 12.00376  0.23
H: 8.62417 -16.27192 12.58644  0.28
C: 4.79466 -9.40409 3.39177  -1.22
C: 3.38286 -9.39313 2.79644  -0.32
C: 3.25870 -8.46899 1.57373  -0.35
C: 3.27738 -7.03731 1.96833  0.17
N: 3.30359 -5.92860 2.21253  -0.39
H: 5.53424 -9.64666 2.62870  0.31
H: 4.92471 -10.09949 4.22099  0.31
H: 5.10424 -8.39572 3.66646  0.38
H: 2.64738 -9.20693 3.57906  0.32
H: 3.23960 -10.42502 2.47586  0.25
H: 2.29217 -8.71136 1.13193  0.27
H: 4.05219 -8.55345 0.83120  0.27
C: 4.41517 -19.79308 11.13167  -1.21
C: 3.17642 -19.83528 10.29225  -0.37
C: 3.37406 -19.22486 8.90594  -0.29
C: 4.58549 -19.73199 8.19554  0.25
N: 5.51892 -20.12546 7.58734  -0.50
H: 4.29336 -20.30335 12.08713  0.35
H: 4.69766 -18.75781 11.32276  0.30
H: 5.30507 -20.29498 10.75184  0.35
H: 2.37260 -19.38073 10.87137  0.32
H: 2.90134 -20.86555 10.06648  0.26
H: 3.42717 -18.13740 8.95782  0.24
H: 2.49959 -19.42096 8.28552  0.31
C: 11.37813 -13.40567 3.92701  -1.08
C: 12.21009 -13.56167 2.60201  -0.50
C: 13.48272 -14.42976 2.77193  -0.26
C: 13.03914 -15.77309 3.21766  0.23
N: 12.74788 -16.86939 3.54634  -0.51
H: 10.92571 -14.36551 4.17626  0.33
H: 10.57466 -12.66969 3.89759  0.36
H: 12.03807 -13.11245 4.74347  0.26
H: 12.45032 -12.53949 2.30954  0.34
H: 11.56505 -13.99884 1.83985  0.29
H: 14.18921 -14.05888 3.51451  0.26
H: 13.99491 -14.55580 1.81804  0.29
C: 14.94550 -4.44308 12.81347  -1.19
C: 14.07900 -4.65665 11.56689  -0.35
C: 12.61573 -4.92050 11.93567  -0.32
C: 12.06517 -3.79705 12.73586  0.21
N: 11.55401 -2.93723 13.34402  -0.45
H: 16.00805 -4.29081 12.62405  0.32
H: 14.86043 -5.21119 13.58215  0.32
H: 14.57754 -3.54980 13.31819  0.36
H: 14.49294 -5.53680 11.07489  0.26
H: 14.11335 -3.80768 10.88412  0.30
H: 12.59626 -5.83946 12.52153  0.26
H: 11.93950 -5.03932 11.08910  0.29
C: 16.87239 -17.54263 6.92736  -1.08
C: 17.10932 -18.80591 7.67995  -0.41
C: 16.16697 -19.14551 8.84728  -0.27
C: 14.78032 -18.76068 8.57377  0.21
N: 13.65818 -18.47047 8.33867  -0.50
H: 17.49076 -17.35701 6.04914  0.35
H: 17.04607 -16.75165 7.65694  0.28
H: 15.83001 -17.47828 6.61528  0.29
H: 18.12659 -18.89775 8.06051  0.29
H: 16.97448 -19.63816 6.98910  0.29
H: 16.44861 -18.53765 9.70709  0.26
H: 16.25764 -20.20085 9.10447  0.31
C: 18.14119 -5.98084 5.45526  -1.14
C: 17.07838 -6.12229 6.51213  -0.40
C: 15.74768 -6.63126 5.91355  -0.36
C: 15.83022 -7.70100 4.93794  0.25
N: 15.85261 -8.54546 4.16855  -0.44
H: 18.45347 -6.98707 5.17584  0.32
H: 18.95426 -5.45174 5.95235  0.35
H: 17.78409 -5.54750 4.52102  0.31
H: 17.02988 -5.18359 7.06404  0.32
H: 17.35149 -6.84344 7.28248  0.24
H: 15.28896 -5.76962 5.42852  0.27
H: 15.12426 -6.95653 6.74640  0.28
C: 6.38244 -14.27104 0.54512  -1.11
C: 5.20992 -14.76986 1.42421  -0.40
C: 5.25281 -16.21722 1.83314  -0.28
C: 6.55177 -16.75530 2.33684  0.17
N: 7.58422 -17.10800 2.76412  -0.47
H: 7.32566 -14.41588 1.07186  0.31
H: 6.27287 -13.20748 0.33311  0.34
H: 6.35589 -14.81877 -0.39688  0.30
H: 4.26297 -14.58954 0.91542  0.28
H: 5.15686 -14.17235 2.33430  0.30
H: 5.07515 -16.78316 0.91867  0.27
H: 4.49940 -16.43174 2.59108  0.32
C: 16.36832 -11.78243 8.15087  -1.17
C: 14.86983 -12.25876 8.16581  -0.46
C: 14.30473 -12.55218 9.51166  -0.17
C: 15.06180 -13.59421 10.24095  0.22
N: 15.67266 -14.36142 10.86193  -0.48
H: 16.73879 -11.67553 7.13134  0.32
H: 16.92236 -12.55296 8.68700  0.38
H: 16.45305 -10.82086 8.65713  0.30
H: 14.72685 -13.13132 7.52839  0.30
H: 14.31511 -11.39828 7.79171  0.31
H: 13.24635 -12.75982 9.35412  0.18
H: 14.35072 -11.71298 10.20571  0.25
C: 2.72201 -13.67723 12.05898  -1.25
C: 3.88221 -12.66359 12.17134  -0.14
C: 3.59364 -11.61365 13.27977  -0.47
C: 2.89543 -12.20727 14.44867  0.20
N: 2.37963 -12.64370 15.38625  -0.43
H: 2.53953 -14.29904 12.93541  0.39
H: 2.80349 -14.42629 11.27134  0.33
H: 1.83094 -13.09383 11.82715  0.31
H: 4.00708 -12.05380 11.27654  0.21
H: 4.79466 -13.21616 12.39540  0.25
H: 2.90522 -10.83827 12.94367  0.27
H: 4.51027 -11.12483 13.60985  0.34
C: 11.99739 -11.98275 18.81911  -1.20
C: 11.79992 -10.64534 18.15758  -0.30
C: 11.11348 -10.84483 16.79506  -0.39
C: 9.74651 -11.37117 16.73647  0.20
N: 8.67866 -11.77543 16.68110  -0.42
H: 12.14274 -11.90567 19.89662  0.32
H: 12.73836 -12.59185 18.30136  0.32
H: 11.10404 -12.60645 18.78748  0.34
H: 12.76805 -10.15014 18.08279  0.29
H: 11.09844 -10.01718 18.70662  0.30
H: 11.73019 -11.55818 16.24833  0.26
H: 11.09033 -9.88138 16.28582  0.28
C: 0.34910 -13.96403 5.43201  -1.01
C: 0.13687 -13.12305 6.75103  -0.44
C: -1.14602 -13.54549 7.50003  -0.50
C: -1.18169 -14.89274 8.07440  0.22
N: -1.17067 -15.92874 8.49128  -0.39
H: 0.24586 -14.99129 5.78154  0.30
H: 1.31391 -13.85697 4.93623  0.30
H: -0.47729 -13.61989 4.81013  0.30
H: -0.02964 -12.06881 6.52977  0.28
H: 1.00716 -13.20526 7.40214  0.34
H: -1.97601 -13.40643 6.80731  0.29
H: -1.36516 -12.86186 8.32023  0.32
C: 7.33055 -5.27929 18.35025  -1.06
C: 7.86838 -5.00501 16.88888  -0.47
C: 7.36740 -6.03575 15.85177  -0.33
C: 5.92035 -6.03610 15.66507  0.23
N: 4.77895 -6.03923 15.49931  -0.43
H: 6.25362 -5.43944 18.40200  0.33
H: 7.58868 -4.51247 19.08064  0.32
H: 7.83601 -6.17402 18.71365  0.28
H: 8.95794 -4.98703 16.86357  0.31
H: 7.53293 -4.04338 16.50050  0.32
H: 7.73913 -7.03010 16.09913  0.25
H: 7.79286 -5.75078 14.88955  0.25
C: 8.74150 -4.93900 5.59962  -1.11
C: 9.56220 -4.33316 4.46556  -0.43
C: 9.77026 -2.80460 4.56214  -0.39
C: 10.50890 -2.42722 5.78837  0.24
N: 11.04718 -2.06503 6.75125  -0.41
H: 7.71814 -4.56396 5.58620  0.31
H: 9.12193 -4.64739 6.57857  0.34
H: 8.77632 -6.02825 5.57922  0.30
H: 9.09257 -4.58594 3.51495  0.31
H: 10.53828 -4.81274 4.39223  0.29
H: 8.82350 -2.26875 4.49421  0.29
H: 10.37885 -2.51577 3.70525  0.25

Values from the calculation:
Charge ... +1
Calculated total energy ... -106961.6211 eV
Maximum force ... 0.088 Eh/bohr
Energy relative to the best compared isomer or geometry (same formula, charge and spin) ... 0.0 kcal per mole
LUMO energy ... -9.67 eV
Gap between HOMO and LUMO ... 0.051 hartree

Below is a 17-piece molecular cluster, C61H126N8O27 overall at a distorted geometry, with properties calculated with the ωB97M-V functional and the def2-TZVPD basis.

Each line ends with the Mulliken charge.
Element x y z (Å)
C: 2.27436 -12.06148 0.78111  -0.68
O: 2.98076 -10.88468 0.53275  -0.38
C: 2.15970 -9.70075 0.32515  -0.43
C: 1.93563 -8.89128 1.55440  -0.33
O: 1.28291 -7.65017 1.24072  -0.22
C: 0.99610 -6.89734 2.39598  -1.02
C: 0.08939 -5.77672 2.13080  -0.09
O: 0.78976 -4.63726 1.59128  -0.17
C: 0.04818 -3.43213 1.57079  0.24
H: 1.45275 -11.98294 1.49308  0.31
H: 3.02976 -12.74679 1.16560  0.25
H: 1.94872 -12.48594 -0.16857  0.28
H: 1.31325 -10.01670 -0.28460  0.33
H: 2.76973 -9.01247 -0.25985  0.22
H: 2.87273 -8.61179 2.03589  0.27
H: 1.44039 -9.53815 2.27856  0.28
H: 1.94969 -6.56158 2.80346  0.37
H: 0.60756 -7.48587 3.22711  0.42
H: -0.43808 -5.53151 3.05262  0.18
H: -0.73451 -6.16301 1.53072  0.25
H: 0.62537 -2.59769 1.17247  -0.45
H: -0.10167 -3.08916 2.59452  0.23
H: -0.86377 -3.62727 1.00655  0.14
C: -9.41324 0.46896 -2.40308  -0.49
O: -9.03145 -0.77415 -2.96675  -0.41
C: -9.02903 -1.83521 -1.97749  -0.27
C: -8.50086 -3.18356 -2.45167  -0.84
O: -7.16524 -3.10257 -2.72300  0.04
C: -6.42680 -4.35066 -2.69792  -0.80
C: -4.98314 -4.10012 -3.09765  -0.58
O: -4.30286 -3.50008 -2.01012  0.09
C: -2.83578 -3.37539 -2.15385  -0.60
H: -10.38681 0.44562 -1.91347  0.36
H: -9.43088 1.06272 -3.31700  0.24
H: -8.61557 0.74881 -1.71497  0.06
H: -10.08698 -1.96350 -1.74864  0.48
H: -8.50965 -1.43457 -1.10695  0.07
H: -9.12829 -3.48423 -3.29073  0.33
H: -8.66555 -3.90934 -1.65530  0.45
H: -7.03312 -5.01367 -3.31508  0.48
H: -6.42823 -4.77878 -1.69551  0.39
H: -5.04081 -3.42274 -3.94967  0.15
H: -4.45617 -5.01420 -3.37126  0.37
H: -2.40305 -4.36996 -2.26186  0.39
H: -2.43135 -2.83715 -1.29663  -0.16
H: -2.67458 -2.64792 -2.94941  0.33
C: 2.97057 -0.53852 2.38468  -0.70
O: 4.13201 0.03380 1.83210  0.39
C: 5.34446 -0.44113 2.45039  -0.92
C: 6.42966 0.00011 1.44171  -0.33
O: 6.21977 -0.69202 0.21522  0.12
C: 7.23230 -0.34591 -0.75950  -0.63
C: 7.38254 -1.46253 -1.81036  -0.18
O: 7.72348 -2.70033 -1.21268  -0.39
C: 7.82069 -3.82874 -2.10928  -0.75
H: 2.95207 -0.42872 3.46898  0.26
H: 2.91714 -1.53883 1.95501  0.56
H: 2.11909 -0.00196 1.96615  -0.35
H: 5.35618 -1.52881 2.52054  0.43
H: 5.60804 0.05976 3.38191  0.33
H: 7.44559 -0.17488 1.79578  0.51
H: 6.36808 1.06237 1.20523  -0.11
H: 8.17544 -0.27812 -0.21728  0.53
H: 6.95034 0.59668 -1.22868  0.15
H: 8.21932 -1.35046 -2.49980  0.59
H: 6.43729 -1.52055 -2.35003  -0.16
H: 8.07780 -4.75335 -1.59247  0.28
H: 8.54427 -3.66026 -2.90687  0.33
H: 6.88197 -4.08118 -2.60241  0.23
C: -2.32751 5.86726 2.88213  -0.60
O: -1.47036 4.89846 3.45549  -0.04
C: -0.29885 5.28586 4.17011  -0.91
C: 0.67486 4.10019 4.55332  0.58
O: 0.04768 3.11539 5.45641  -0.33
C: 0.98650 2.29460 6.10889  -1.18
C: 1.73240 1.30512 5.23521  0.39
O: 0.84031 0.31645 4.61141  -0.38
C: -0.15430 0.74452 3.73538  0.24
H: -1.71870 6.47873 2.21613  0.24
H: -2.69663 6.56610 3.63278  0.30
H: -3.17349 5.35166 2.42762  -0.02
H: -0.55068 5.78362 5.10655  0.53
H: 0.26319 5.95513 3.51873  0.22
H: 1.51323 4.57836 5.05987  0.56
H: 0.99463 3.59799 3.64028  -0.57
H: 0.48831 1.70671 6.87979  0.37
H: 1.70692 2.76330 6.77927  0.52
H: 2.43172 0.67361 5.78316  0.55
H: 2.28818 1.89383 4.50540  -0.49
H: -0.71347 -0.07034 3.27556  0.11
H: 0.21728 1.52113 3.06687  -0.09
H: -0.95078 1.19895 4.32463  -0.11
C: -3.22796 1.91689 1.21224  -0.23
O: -2.01745 1.30628 0.91281  0.54
C: -2.04067 0.70853 -0.43285  -0.23
C: -0.72542 -0.00145 -0.77044  -0.25
O: 0.45131 0.83942 -0.70401  1.02
C: 1.63088 0.18860 -1.10853  -0.55
C: 2.87345 1.09716 -1.05645  0.24
O: 2.88142 2.17253 -1.94279  0.40
C: 3.95493 3.06964 -1.76923  -0.36
H: -4.13181 1.37320 0.93734  -0.43
H: -3.28311 2.93156 0.81789  0.21
H: -3.25682 1.89568 2.30165  -0.12
H: -2.11384 1.54055 -1.13320  0.32
H: -2.86183 0.00675 -0.57872  -0.25
H: -0.86529 -0.39009 -1.77915  0.48
H: -0.66369 -0.80356 -0.03497  -0.38
H: 1.57995 -0.16331 -2.13890  0.16
H: 1.79917 -0.61350 -0.38991  -0.16
H: 3.72964 0.43552 -1.18791  0.02
H: 2.91945 1.40386 -0.01150  -0.78
H: 3.96007 3.42947 -0.74035  0.02
H: 3.93711 3.80490 -2.57369  0.14
H: 4.90983 2.54505 -1.80218  -0.13
C: -3.66381 1.69971 5.64955  -0.27
O: -5.00887 1.52269 5.25700  -0.50
C: -5.30807 0.83803 4.03679  -0.48
C: -4.44013 -0.42035 3.71317  0.90
O: -4.51843 -1.28874 4.81231  -0.51
C: -3.38136 -2.18275 4.90105  -0.37
C: -3.26349 -3.23463 3.71836  -0.58
O: -3.12603 -2.65148 2.41890  0.42
C: -3.81908 -3.54967 1.50221  -0.71
H: -3.02760 2.24194 4.95004  0.03
H: -3.12642 0.77935 5.87816  0.10
H: -3.72799 2.20014 6.61575  0.38
H: -5.28795 1.59934 3.25698  0.08
H: -6.37397 0.61151 4.06215  0.35
H: -3.41048 -0.10066 3.55285  -0.17
H: -4.76694 -0.91278 2.79730  -0.02
H: -3.42160 -2.67939 5.87050  0.51
H: -2.47191 -1.58193 4.90452  0.01
H: -4.18357 -3.81890 3.73174  0.48
H: -2.45543 -3.90488 4.01148  0.09
H: -3.26635 -4.47619 1.34682  0.26
H: -3.75755 -3.10817 0.50753  -0.39
H: -4.88208 -3.68363 1.70263  0.56
C: 3.37951 5.46000 -5.47744  -0.72
O: 4.73795 5.17653 -5.05246  -0.34
C: 5.36125 4.01311 -5.26168  0.95
O: 4.89702 3.06927 -5.88376  -0.60
O: 6.61200 3.98244 -4.73473  -0.38
C: 7.14277 4.87408 -3.78373  -0.25
H: 2.72665 5.89855 -4.72277  0.22
H: 2.92639 4.53289 -5.82850  0.34
H: 3.56317 6.20381 -6.25276  0.31
H: 8.22667 4.97895 -3.83111  0.31
H: 6.98503 4.50696 -2.76961  -0.19
H: 6.76890 5.89794 -3.78829  0.36
C: -5.86943 2.69800 -1.90220  -0.60
O: -6.24953 2.30115 -0.63108  0.41
C: -6.60908 3.17896 0.36656  0.66
O: -6.84622 2.80013 1.52933  -0.65
O: -6.53778 4.38812 0.02559  -0.41
C: -6.68271 5.47990 0.96094  -0.45
H: -4.90902 3.21346 -1.90571  0.37
H: -6.64501 3.18129 -2.49634  0.38
H: -5.65088 1.79512 -2.47241  -0.21
H: -5.77690 5.50101 1.56688  0.03
H: -7.48912 5.33942 1.68071  0.33
H: -6.73901 6.47056 0.50980  0.27
C: 4.28415 -3.88855 -0.98339  -0.52
O: 4.16387 -3.45941 -2.33839  -0.34
C: 3.06071 -2.95255 -2.75699  0.63
O: 2.13076 -2.55839 -2.03504  -0.24
O: 3.16029 -2.82806 -4.06234  -0.32
C: 2.00662 -2.70243 -4.88952  -0.72
H: 3.70620 -4.78251 -0.74907  0.44
H: 3.96619 -3.13887 -0.25883  -0.02
H: 5.31372 -4.17390 -0.76739  0.23
H: 2.21313 -2.95412 -5.92976  0.28
H: 1.64945 -1.67372 -4.93726  0.21
H: 1.20844 -3.37113 -4.56724  0.32
C: 4.43897 3.00130 2.50359  1.22
C: 4.14747 4.33628 2.95579  0.18
N: 3.89452 5.39981 3.31568  -0.63
H: 5.47537 2.73499 2.71108  0.47
H: 4.28415 2.88396 1.43104  -0.53
H: 3.73133 2.29280 2.93413  -0.74
C: 0.00317 2.94265 -3.96045  0.29
C: -0.17745 3.73227 -5.19986  -0.05
N: -0.21759 4.27083 -6.24788  -0.52
H: 0.45878 3.61270 -3.23137  0.10
H: 0.50319 2.00778 -4.21359  0.16
H: -1.01765 2.73725 -3.63820  0.07
C: -5.95679 -1.13549 -0.43479  2.99
C: -6.82709 -1.43175 0.72082  0.05
N: -7.52181 -1.73122 1.62268  -0.73
H: -5.69404 -0.07778 -0.45268  -0.73
H: -6.51772 -1.23821 -1.36372  -0.88
H: -5.10689 -1.79383 -0.61466  -0.78
C: 1.39305 7.15426 0.69738  -0.48
C: 2.07377 6.56668 -0.47707  0.43
N: 2.64707 6.12490 -1.39257  -0.48
H: 0.31529 7.10610 0.54179  0.15
H: 1.56352 8.23070 0.67976  0.45
H: 1.66451 6.66988 1.63535  -0.04
C: 0.05707 3.65218 0.87325  2.85
C: -0.79692 4.55802 0.08870  -0.63
N: -1.53403 5.18055 -0.50142  -0.64
H: 0.71855 4.26868 1.48191  0.20
H: 0.56600 2.96488 0.19745  -0.80
H: -0.66489 3.07437 1.45032  -1.10
C: 9.21803 4.26749 -0.69259  -1.01
C: 7.82530 3.93969 -0.34503  0.45
N: 6.77306 3.61547 -0.01196  -0.28
H: 9.71554 3.31421 -0.87104  0.28
H: 9.65779 4.68010 0.21540  0.34
H: 9.31533 4.94742 -1.53896  0.29
C: -5.58312 -0.19197 -4.84961  -0.67
C: -4.43058 -0.03239 -3.95883  0.44
N: -3.52388 0.15715 -3.23969  -0.50
H: -5.73250 0.61647 -5.56530  0.38
H: -6.38723 -0.36585 -4.13457  0.01
H: -5.23661 -1.12644 -5.29096  0.34
C: 4.56454 0.17759 -4.17780  1.09
C: 4.24331 -0.17553 -5.57821  -0.05
N: 4.00570 -0.45551 -6.67547  -0.59
H: 3.72982 0.79827 -3.85209  -0.35
H: 5.44069 0.82560 -4.20102  0.42
H: 4.67839 -0.73637 -3.59486  -0.51

Values from the calculation:
Charge ... 0
Calculated total energy ... -132487.3072 eV
Maximum force ... 0.099 Eh/bohr
LUMO energy ... 0.25 eV
Gap between HOMO and LUMO ... 0.331 hartree

Look up the charge of the second one. 0

Among the records above, which one has the lowest maximum force? C60H98BN14O8Pb

What is the formula in the first record? C60H98BN14O8Pb

The lowest maximum force belongs to which entry? C60H98BN14O8Pb